Record 1
Entry from OMol25: C37H25CoN6O4S4 as an isolated structure (wB97M-V/def2-TZVPD).

- HOMO-LUMO gap (alpha / beta) (eV) = 7.30 / 5.35
- charge = 0
- 2S+1 = 5
- <S²> = 6.03
- HOMO energy (alpha / beta) (eV) = -7.9 / -7.9

Last column: Mulliken spin population.
Geometry (Å):
Co (0.41753, -0.29070, -0.66086)  2.785
S (1.01554, 5.44695, 0.38572)  0.002
C (1.63375, 7.03730, 0.40432)  0.000
C (2.99272, 7.04503, 0.40875)  0.000
C (3.54106, 5.73402, 0.38584)  0.000
C (2.59492, 4.75050, 0.36780)  -0.002
C (2.80159, 3.29299, 0.32225)  -0.005
C (1.71210, 2.40543, 0.25932)  -0.008
N (1.82864, 1.09944, 0.20021)  0.029
C (3.06659, 0.55660, 0.20444)  -0.005
C (4.21769, 1.34259, 0.27529)  0.001
C (5.50643, 0.70429, 0.28159)  0.001
C (5.61466, -0.63770, 0.23907)  0.000
C (4.44444, -1.47108, 0.17879)  0.003
C (4.49787, -2.87255, 0.16752)  -0.002
C (3.33958, -3.61116, 0.13415)  -0.001
C (2.12388, -2.90019, 0.05538)  0.000
N (2.04999, -1.59439, 0.05180)  0.049
C (3.18574, -0.87428, 0.13962)  0.011
C (3.30694, -5.07942, 0.18106)  0.001
C (2.26002, -5.88029, 0.53856)  0.000
C (2.57180, -7.26611, 0.47333)  0.000
C (3.84915, -7.49346, 0.06734)  0.000
S (4.68390, -6.03246, -0.22837)  0.000
C (4.05784, 2.73245, 0.32708)  0.001
H (0.96002, 7.87997, 0.41758)  0.000
H (3.58532, 7.94903, 0.42277)  0.000
H (4.60480, 5.53814, 0.37989)  0.000
H (0.69770, 2.79167, 0.27103)  0.013
H (6.39052, 1.32919, 0.32255)  0.000
H (6.58893, -1.11278, 0.24892)  0.000
H (5.46139, -3.36729, 0.22297)  0.000
H (1.18610, -3.44119, 0.00470)  -0.005
H (1.30840, -5.49380, 0.88179)  0.000
H (1.87621, -8.05619, 0.72063)  0.000
H (4.34977, -8.44013, -0.06871)  0.000
H (4.94133, 3.35823, 0.37638)  0.000
O (2.13173, 0.72418, -4.24408)  0.028
C (1.29078, 0.29356, -3.47352)  0.001
O (1.51521, -0.22093, -2.32191)  0.061
C (-0.16022, 0.31866, -3.95244)  0.099
C (-0.38404, -0.06168, -5.26960)  -0.058
C (-1.66018, -0.06220, -5.81470)  0.122
C (-2.74622, 0.37913, -5.06173)  -0.053
C (-2.54391, 0.82202, -3.77343)  0.083
C (-1.26385, 0.76137, -3.18907)  -0.007
S (-1.14929, 1.28132, -1.54866)  0.783
H (0.47516, -0.34978, -5.86187)  0.001
H (-1.80731, -0.37952, -6.83960)  0.006
H (-3.74005, 0.39947, -5.48973)  -0.001
H (-3.37070, 1.19730, -3.18390)  -0.002
N (-5.54536, -1.55033, 5.28456)  0.000
C (-4.33157, -1.58188, 4.60755)  0.001
C (-3.56761, -0.42017, 4.46888)  -0.001
C (-2.37787, -0.44508, 3.76610)  0.002
C (-1.94322, -1.63131, 3.18688)  0.004
C (-2.69156, -2.79403, 3.31664)  0.001
C (-3.87989, -2.76618, 4.02034)  -0.001
S (-0.41697, -1.65346, 2.31654)  -0.002
O (0.14633, -2.97424, 2.44321)  0.003
O (0.34887, -0.51947, 2.76276)  0.000
N (-0.78202, -1.32080, 0.76656)  0.060
C (-1.19360, -2.28790, -0.09126)  -0.051
N (-0.85944, -1.96051, -1.36620)  0.039
C (-1.10133, -2.84051, -2.32454)  0.002
C (-1.70059, -4.05693, -2.05627)  0.005
C (-2.06258, -4.27720, -0.73358)  -0.003
N (-1.83096, -3.41863, 0.25097)  0.007
H (-5.67074, -0.79216, 5.93286)  0.000
H (-5.88413, -2.43158, 5.63033)  0.000
H (-3.91256, 0.50300, 4.92197)  0.000
H (-1.76832, 0.44398, 3.66736)  0.000
H (-2.33443, -3.70526, 2.85682)  0.000
H (-4.47197, -3.66933, 4.12264)  0.000
H (-0.80982, -2.54930, -3.33007)  0.001
H (-1.88980, -4.78332, -2.83284)  0.000
H (-2.57465, -5.19173, -0.44860)  0.000

Record 2
Entry from OMol25: C37H26N7O3ReS2 as an isolated structure (wB97M-V/def2-TZVPD).

- HOMO-LUMO gap (alpha / beta) (eV) = 6.96 / 4.83
- charge = +1
- 2S+1 = 4
- <S²> = 3.80
- HOMO energy (alpha / beta) (eV) = -10.5 / -10.5

Last column: Mulliken spin population.
Geometry (Å):
Re (2.25020, -0.05933, -0.34889)  1.745
N (-7.27634, -4.02411, -1.41526)  0.000
C (-6.20921, -3.62322, -1.27347)  0.000
C (-4.87075, -3.11147, -1.08838)  0.000
C (-4.16202, -2.60983, -2.17705)  0.000
C (-2.89529, -2.08797, -1.98755)  0.000
C (-2.31907, -2.07746, -0.71915)  -0.002
C (-3.01960, -2.60632, 0.36073)  -0.002
C (-4.29689, -3.11249, 0.17912)  0.000
C (-0.96932, -1.47390, -0.53516)  0.016
C (0.06395, -2.29736, -0.11996)  -0.006
C (-0.03239, -3.67964, 0.18264)  0.057
C (1.21532, -4.10853, 0.57164)  0.002
C (2.05434, -2.99137, 0.47610)  0.057
N (1.39554, -1.90240, 0.05818)  -0.074
C (-0.86411, -0.09488, -0.79526)  -0.005
C (-1.92284, 0.78385, -1.08886)  0.034
C (-1.38479, 2.05618, -1.21381)  0.001
C (-0.01556, 1.91760, -1.00549)  0.033
N (0.32061, 0.63565, -0.74691)  0.010
H (-4.60644, -2.63343, -3.16277)  0.000
H (-2.34136, -1.69588, -2.83141)  0.000
H (-2.57027, -2.60962, 1.34626)  -0.002
H (-4.84881, -3.51166, 1.01924)  0.000
H (-0.93202, -4.27031, 0.11837)  0.002
H (1.50624, -5.09928, 0.88017)  0.001
H (3.11495, -2.95473, 0.67267)  0.002
H (-2.95979, 0.50299, -1.18839)  0.002
H (-1.90352, 2.97489, -1.43645)  0.000
H (0.72987, 2.69365, -1.04817)  -0.003
C (3.81100, 4.08293, -1.18202)  0.005
C (4.29049, 3.95179, -2.47976)  -0.005
C (4.12448, 2.75140, -3.13501)  0.010
C (3.48419, 1.68873, -2.50080)  0.029
N (3.06655, 1.81090, -1.22199)  -0.003
C (3.21659, 2.98990, -0.59724)  -0.017
C (3.19338, 0.39392, -3.13724)  0.051
C (3.40286, 0.15878, -4.49355)  -0.036
C (3.06357, -1.06496, -5.04673)  0.066
C (2.50905, -2.05752, -4.24728)  -0.037
C (2.29252, -1.82635, -2.89709)  0.101
C (2.62434, -0.59688, -2.32440)  -0.109
H (3.89508, 5.00955, -0.63211)  0.000
H (4.77545, 4.78231, -2.97581)  0.000
H (4.49155, 2.62735, -4.14263)  0.001
H (2.81313, 3.05869, 0.40363)  0.004
H (3.81735, 0.92697, -5.13318)  0.002
H (3.22580, -1.24070, -6.10180)  0.003
H (2.24186, -3.01384, -4.67921)  -0.001
H (1.85815, -2.61014, -2.28981)  0.014
O (5.17298, -0.99283, 0.20392)  0.042
C (4.09577, -0.67329, 0.01697)  -0.053
N (-4.91155, 3.34526, 2.99307)  0.004
C (-3.95751, 2.37565, 3.12342)  0.007
C (-3.51190, 1.98302, 4.39454)  0.005
C (-2.53000, 1.02640, 4.53058)  -0.001
C (-1.98785, 0.43485, 3.39227)  0.041
C (-2.41165, 0.81893, 2.11761)  -0.021
C (-3.38288, 1.78425, 1.98600)  -0.004
S (-0.78858, -0.80672, 3.57602)  -0.005
O (-1.23668, -2.06274, 3.06761)  0.005
O (-0.23024, -0.73165, 4.90070)  0.004
N (0.37660, -0.31105, 2.46247)  0.326
C (1.36132, 0.43230, 2.79786)  -0.066
S (1.66961, 1.19472, 4.38606)  0.166
C (3.03763, 1.92567, 3.75560)  0.256
C (3.24998, 1.56167, 2.42608)  0.121
N (2.33793, 0.77146, 1.88564)  0.203
H (-5.44170, 3.62885, 3.79679)  0.000
H (-5.33611, 3.50390, 2.09772)  0.000
H (-3.94984, 2.43762, 5.27526)  0.000
H (-2.17785, 0.72944, 5.50982)  -0.002
H (-1.97169, 0.36571, 1.23520)  0.001
H (-3.71317, 2.08872, 0.99910)  -0.002
H (3.66844, 2.57002, 4.34990)  0.007
H (4.12090, 1.84738, 1.85113)  0.021

Record 3
Entry from OMol25: C37H27ClMoN2O7PS as an isolated structure (wB97M-V/def2-TZVPD).

- HOMO-LUMO gap (alpha / beta) (eV) = 6.15 / 5.89
- charge = +3
- 2S+1 = 3
- <S²> = 2.02
- HOMO energy (alpha / beta) (eV) = -17.2 / -17.2

Last column: Mulliken spin population.
Geometry (Å):
Mo (0.31082, 0.06577, 0.10326)  1.975
Cl (-0.26428, -2.30022, -0.64543)  -0.005
C (0.77663, -2.72268, -1.99546)  -0.012
C (0.42822, -3.77005, -2.81668)  0.002
C (1.28822, -4.09689, -3.86162)  -0.004
C (2.47182, -3.40063, -4.05746)  0.003
C (2.80701, -2.34582, -3.21969)  0.000
C (1.96000, -2.00073, -2.17071)  0.013
P (2.28800, -0.58981, -1.09828)  -0.136
C (2.56524, -1.19706, 0.60029)  -0.008
C (2.61924, -2.55084, 0.95234)  0.033
C (2.99711, -2.90830, 2.23331)  0.013
C (3.31756, -1.92729, 3.16996)  -0.008
C (3.26631, -0.57897, 2.83279)  0.025
C (2.90690, -0.21069, 1.54894)  -0.022
C (3.79747, 0.20490, -1.64315)  -0.006
C (5.01688, -0.15692, -1.06567)  -0.007
C (6.18439, 0.34800, -1.61235)  0.001
C (6.13602, 1.20280, -2.70797)  -0.002
C (4.91860, 1.55910, -3.27532)  0.002
C (3.73954, 1.06553, -2.74462)  -0.011
H (-0.48321, -4.33385, -2.66404)  0.001
H (1.01980, -4.90442, -4.52957)  0.000
H (3.13127, -3.67803, -4.86820)  0.000
H (3.72632, -1.79482, -3.36913)  0.001
H (2.40937, -3.32133, 0.22096)  0.003
H (3.05535, -3.95375, 2.50520)  0.000
H (3.63993, -2.21770, 4.16160)  0.000
H (3.54004, 0.17465, 3.55961)  -0.001
H (2.97714, 0.83295, 1.24352)  -0.009
H (5.05992, -0.82876, -0.21863)  0.000
H (7.13458, 0.06552, -1.17958)  0.000
H (7.05561, 1.59678, -3.11982)  0.000
H (4.88255, 2.21653, -4.13335)  0.000
H (2.78498, 1.33545, -3.18159)  -0.002
O (-2.52724, 0.79089, -1.15077)  -0.012
C (-1.80820, 1.74450, -1.05213)  0.016
O (-0.53552, 1.49409, -0.49211)  0.150
C (-2.09713, 3.12100, -1.43906)  -0.018
C (-3.28196, 3.37253, -2.13436)  0.002
C (-3.58414, 4.67336, -2.46657)  -0.001
C (-2.76558, 5.73608, -2.12034)  0.000
C (-1.60244, 5.45568, -1.42576)  0.000
C (-1.24919, 4.16791, -1.08586)  0.005
N (-0.70802, 6.56870, -1.00786)  0.000
O (-0.99903, 7.67307, -1.38742)  0.000
O (0.25447, 6.25266, -0.33172)  0.000
N (-4.84996, 4.94945, -3.21294)  0.000
O (-5.07145, 6.10420, -3.47988)  0.000
O (-5.52470, 3.98004, -3.48339)  0.000
H (-3.94513, 2.56429, -2.41131)  0.000
H (-3.03384, 6.75042, -2.38661)  0.000
H (-0.32536, 4.00094, -0.55023)  -0.002
O (-0.02003, -0.63931, 1.96587)  -0.006
S (-0.26694, 0.69194, 2.79153)  0.013
C (-0.11211, 0.24107, 4.50215)  0.019
C (0.39990, 1.22823, 5.33588)  0.003
C (0.48472, 0.95470, 6.69194)  -0.001
C (0.08218, -0.28397, 7.17535)  0.001
C (-0.41718, -1.25765, 6.31526)  0.001
C (-0.52144, -1.00327, 4.95842)  -0.004
C (-2.00496, 0.96467, 2.50127)  0.001
C (-2.44193, 2.28522, 2.47914)  -0.008
C (-3.78341, 2.53128, 2.23165)  0.001
C (-4.65171, 1.47037, 2.00767)  0.000
C (-4.19655, 0.15677, 2.03449)  0.001
C (-2.86061, -0.11117, 2.28575)  0.002
H (0.70854, 2.19217, 4.94838)  0.000
H (0.86732, 1.70429, 7.37082)  0.000
H (0.15808, -0.49614, 8.23338)  0.000
H (-0.73672, -2.21540, 6.70315)  0.000
H (-0.90772, -1.74953, 4.27571)  0.000
H (-1.74866, 3.09856, 2.66450)  0.000
H (-4.15281, 3.54797, 2.22243)  0.000
H (-5.69811, 1.67114, 1.81885)  0.000
H (-4.88967, -0.65685, 1.87001)  0.000
H (-2.50181, -1.13115, 2.32177)  -0.001

Calculated largest force on an atom, 0.37 0.57 2.67 eV Å⁻¹ (same order as the records).
Calculated relative energy (zero: lowest compared OMol25 entry of this formula, charge and spin), 0.0 0.0 137.3 kJ/mol (same order as the records).